# 1
# C42H51AsN2PtS2

C42H51AsN2PtS2 as an isolated structure (ωB97M-V/def2-TZVPD, OMol25).

Atoms and positions in Å:
Pt: 0.03922 0.48903 0.24746
C: -1.30062 1.88263 1.32098
C: -0.49141 1.47693 2.44930
C: 0.84556 1.82758 2.08597
C: 0.75542 2.55051 0.80373
C: -0.57648 2.67038 0.37067
C: -1.12047 3.53753 -0.74257
C: -0.55838 4.95354 -0.52842
C: -0.69143 3.04343 -2.12334
C: -2.64787 3.58737 -0.65588
C: 2.17624 1.81457 2.83785
C: 2.46266 0.48507 3.53281
C: 2.15244 2.98018 3.84896
C: 3.35383 2.10528 1.89576
C: -1.16613 0.83483 3.66705
C: -0.85554 -0.65388 3.81036
C: -2.69311 0.95475 3.52395
C: -0.79668 1.56727 4.96742
H: -2.36691 1.74577 1.28282
H: 1.61638 2.99276 0.33354
H: 0.52660 4.97316 -0.64188
H: -0.81316 5.34576 0.45738
H: -0.97636 5.63079 -1.27388
H: 0.39074 3.11804 -2.25636
H: -1.16682 3.65116 -2.89436
H: -0.97518 2.00229 -2.27622
H: -2.98726 3.90441 0.33177
H: -3.09287 2.61371 -0.87788
H: -3.03681 4.30159 -1.38117
H: 1.77422 0.27717 4.34474
H: 3.46542 0.51441 3.96082
H: 2.43096 -0.34349 2.81883
H: 1.43576 2.84898 4.65072
H: 1.93782 3.92489 3.34418
H: 3.14379 3.07281 4.29445
H: 3.43880 1.38014 1.08950
H: 4.27086 2.06558 2.48300
H: 3.30349 3.10864 1.47130
H: -1.33818 -1.22839 3.01960
H: -1.24869 -1.00961 4.76437
H: 0.20608 -0.86859 3.78271
H: -3.07157 0.40779 2.65688
H: -3.02369 1.99390 3.46401
H: -3.15970 0.51392 4.40394
H: 0.21017 1.33721 5.30387
H: -1.47457 1.23223 5.75266
H: -0.90265 2.64880 4.87654
S: 2.00976 0.72035 -1.13476
C: 3.11646 -0.56318 -0.61268
C: 4.47077 -0.41984 -0.89305
C: 5.34040 -1.46219 -0.59927
C: 4.88038 -2.64210 -0.03208
C: 3.53033 -2.79197 0.25415
C: 2.66328 -1.74385 -0.01697
As: 0.74931 -1.82019 0.06770
C: 0.27618 -2.62893 -1.62862
C: 0.92731 -2.16682 -2.77632
C: 0.65892 -2.75081 -4.00581
C: -0.23530 -3.80945 -4.09474
C: -0.84348 -4.29742 -2.94876
C: -0.58693 -3.71582 -1.71372
C: 0.16634 -2.94119 1.50629
C: 1.08551 -3.20155 2.52061
C: 0.70625 -3.96430 3.61442
C: -0.58574 -4.46144 3.69885
C: -1.50161 -4.20193 2.68778
C: -1.13226 -3.44134 1.58947
H: 4.84567 0.49233 -1.33921
H: 6.39455 -1.34851 -0.81445
H: 5.57248 -3.44269 0.18904
H: 3.16404 -3.71556 0.68448
H: 1.64247 -1.35957 -2.71755
H: 1.16305 -2.38750 -4.89161
H: -0.43919 -4.26808 -5.05305
H: -1.51254 -5.14559 -3.00770
H: -1.05520 -4.12963 -0.83337
H: 2.09298 -2.80814 2.46811
H: 1.42150 -4.17012 4.39957
H: -0.88050 -5.05346 4.55489
H: -2.50737 -4.59441 2.75486
H: -1.86310 -3.23090 0.82173
N: -3.75805 -0.01791 -2.31817
C: -2.47705 -0.24155 -2.05993
S: -2.07638 -0.54417 -0.38614
N: -1.57833 -0.31237 -3.01829
C: -1.81082 -0.12425 -4.42330
C: -2.72768 -0.92431 -5.09137
C: -2.91601 -0.73847 -6.45416
C: -2.17851 0.21845 -7.13545
C: -1.24108 0.98895 -6.46057
C: -1.05297 0.82253 -5.09732
H: -4.40465 0.08146 -1.55414
H: -4.09821 0.05253 -3.26688
H: -0.62342 -0.49117 -2.72596
H: -3.25451 -1.71327 -4.56755
H: -3.62515 -1.35890 -6.98491
H: -2.32747 0.35801 -8.19724
H: -0.65662 1.72399 -6.99679
H: -0.33166 1.42347 -4.55793

* spin multiplicity: 1
* net charge: +2
* HOMO level: -13.2 eV

Atom charges from the Löwdin analysis, given in e for atoms 1 to 5: atom 1 (Pt): 0.823, atom 2 (C): -0.156, atom 3 (C): -0.104, atom 4 (C): -0.131, atom 5 (C): -0.126

# 2
# C8HF4N5O3S

C8HF4N5O3S in the gas phase in a non-equilibrium geometry (ωB97M-V/def2-TZVPD, OMol25).

Atoms and positions in Å:
N: 1.95250 -2.42913 2.32533
C: 1.50201 -1.53264 1.76273
O: 1.13497 -0.40672 1.21217
C: 1.14642 -0.31565 -0.21876
C: 1.50482 -1.59828 -0.85276
N: 1.66447 -2.64331 -1.29477
N: 2.13304 0.65762 -0.66329
C: 2.70231 1.37636 0.14427
S: 3.48691 2.25407 1.14469
C: -0.26111 0.19552 -0.70863
C: -0.34207 -0.12610 -2.16158
N: -0.47402 -0.32109 -3.28284
O: -0.30442 1.58955 -0.55780
N: -1.46199 2.20286 -1.28712
O: -1.21494 3.29184 -1.51603
C: -1.44454 -0.53920 0.00020
F: -2.51304 -0.52433 -0.82987
F: -1.10119 -1.82547 0.18341
C: -1.95390 0.09135 1.33844
F: -1.03535 0.87043 1.93237
F: -2.24923 -0.91536 2.18555
H: -2.87166 0.64770 1.14428

* spin multiplicity: 1
* relative energy (zero: lowest compared OMol25 entry of this formula, charge and spin): 0.0 kcal/mol
* HOMO level: -10.7 eV
* structure (SMILES): N#CO[C@](C#N)(N=C=S)[C@](C#N)(ON=O)C(F)(F)C(F)F

Atom charges from the Löwdin analysis, given in e for atoms 1 to 5: atom 1 (N): 0.215, atom 2 (C): -0.311, atom 3 (O): 0.054, atom 4 (C): -0.354, atom 5 (C): -0.133

# 3
# C4H7O2Sr

C4H7O2Sr as an isolated structure in a non-equilibrium geometry (ωB97M-V/def2-TZVPD, OMol25).

Atoms and positions in Å:
H: 0.29569 -2.40628 0.88220
O: 2.20852 -1.06561 -0.38869
C: 0.90296 -0.71663 -0.50483
C: 0.54853 0.59846 -0.47000
C: -0.86155 1.03656 -0.79628
C: -1.19038 1.27425 0.63384
O: -1.33351 0.38230 1.49619
Sr: -0.68724 -1.51905 2.42143
H: 2.31344 -2.01991 -0.43994
H: 0.18119 -1.46494 -0.84922
H: 1.32068 1.35242 -0.30546
H: -1.47274 0.25305 -1.25856
H: -0.88155 1.97400 -1.36606
H: -1.34403 2.32140 0.94538

* spin multiplicity: 1
* relative energy (zero: lowest compared OMol25 entry of this formula, charge and spin): 0.0 kcal/mol
* net charge: +1
* HOMO level: -11.7 eV

Atom charges from the Löwdin analysis, given in e for atoms 1 to 5: atom 1 (H): -0.190, atom 2 (O): 0.003, atom 3 (C): -0.300, atom 4 (C): -0.110, atom 5 (C): -0.117

# 4
# C7H5NS2

C7H5NS2 in the gas phase in a non-equilibrium geometry (ωB97M-V/def2-TZVPD, OMol25).

Atoms and positions in Å:
C: 1.31163 1.73954 -0.07230
N: 2.58522 1.81892 -0.00123
S: 3.46024 0.39032 0.07812
S: 2.29592 -1.69208 -0.04404
C: 0.71832 -0.82593 -0.03425
C: -0.34035 -1.73316 0.00525
C: -1.66060 -1.34231 0.06070
C: -1.96264 0.00939 0.05576
C: -0.93500 0.92395 -0.01710
C: 0.42652 0.56596 -0.05305
H: 0.80192 2.69456 -0.13480
H: -0.09486 -2.78731 -0.00825
H: -2.44194 -2.08336 0.10830
H: -2.98884 0.34338 0.09539
H: -1.17554 1.97814 -0.03849

* spin multiplicity: 1
* relative energy (zero: lowest compared OMol25 entry of this formula, charge and spin): 0.7 kcal/mol
* HOMO level: -8.0 eV
* structure (SMILES): C1=NSSc2ccccc21

Atom charges from the Löwdin analysis, given in e for atoms 1 to 5: atom 1 (C): -0.249, atom 2 (N): -0.353, atom 3 (S): 0.591, atom 4 (S): 0.607, atom 5 (C): -0.564

# 5
# C5H8O2

C5H8O2 in the gas phase (ωB97M-V/def2-TZVPD, OMol25).

Atoms and positions in Å:
C: 0.36409 -1.16685 -1.38650
C: 0.52351 -0.51384 -0.23869
C: 1.80879 -0.23188 0.53783
C: -0.66842 0.18196 0.34883
O: -1.22814 -0.48978 1.42375
C: -1.43721 1.28727 -0.20757
O: -0.16867 1.59823 0.31423
H: 1.17972 -1.42223 -2.06382
H: -0.66533 -1.40168 -1.65970
H: 2.45708 0.50383 0.03773
H: 2.35254 -1.17360 0.67548
H: 1.58495 0.18282 1.53423
H: -2.19888 -0.38876 1.42377
H: -1.74632 1.35126 -1.24961
H: -2.15770 1.68325 0.51005

* spin multiplicity: 1
* relative energy (zero: lowest compared OMol25 entry of this formula, charge and spin): 68.7 kcal/mol
* HOMO level: -9.5 eV
* structure (SMILES): C=C(C)[C@]1(O)CO1

Atom charges from the Löwdin analysis, given in e for atoms 1 to 5: atom 1 (C): 0.065, atom 2 (C): -0.280, atom 3 (C): -0.035, atom 4 (C): -0.453, atom 5 (O): 0.065

# 6
# C5H5NO2

C5H5NO2 as an isolated structure in a non-equilibrium geometry (ωB97M-V/def2-TZVPD, OMol25).

Atoms and positions in Å:
C: 0.79175 2.46136 1.78968
C: 0.42906 1.33941 1.18911
C: 0.17927 -0.23082 -0.64067
C: -0.78324 -2.07630 -0.68331
C: -0.78904 -1.71694 -2.02044
H: 1.63079 3.15144 1.18235
H: 0.83151 2.47587 2.85409
H: -0.02886 0.37253 1.74275
H: -1.10940 -3.03826 -0.34511
H: -1.53747 -2.06739 -3.12147
N: -0.11175 -1.19842 0.13835
O: 0.61511 0.95661 -0.14209
O: -0.11772 -0.42910 -1.94324

* spin multiplicity: 1
* relative energy (zero: lowest compared OMol25 entry of this formula, charge and spin): 99.8 kcal/mol
* HOMO level: -9.0 eV

Atom charges from the Löwdin analysis, given in e for atoms 1 to 5: atom 1 (C): -0.002, atom 2 (C): -0.210, atom 3 (C): -0.433, atom 4 (C): -0.154, atom 5 (C): -0.042